No. 1
Below is a cluster of 8 separate species, C40H48O2 in total, with properties calculated with wB97M-V/def2-TZVPD.

Values from the calculation:
electronic energy = -46349.9918 eV
SMILES = c1ccccc1.c1ccccc1.c1ccccc1.c1ccccc1.c1ccccc1.c1ccccc1.CCO.CCO
energy relative to the best compared isomer or geometry (same formula, charge and spin) = 1.589 eV
HOMO energy = -8.90 eV
gap between HOMO and LUMO = 9.54 eV
max |F| = 3.7 eV/A

Structure (XYZ):
```
90
C40H48O2 wB97M-V/def2-TZVPD
O -2.69 4.34 -0.85
O -0.31 -1.91 -4.62
C 3.88 -1.59 1.28
C -0.08 -5.15 -4.29
C 1.02 1.80 3.20
C 6.15 -2.68 2.57
C -3.33 -2.62 4.77
C -0.19 3.00 4.88
C 1.46 -4.58 -2.50
C -0.66 -0.96 -0.65
C 2.75 4.45 -0.43
C 4.53 -0.94 2.28
C 0.24 2.08 5.86
C -4.38 -3.58 4.60
C 0.28 -0.55 -1.61
C -3.53 -1.37 4.16
C -4.31 2.70 -1.22
C 4.42 -2.81 0.82
C -1.27 -0.12 0.33
C -1.39 -1.06 -5.08
C 0.52 5.44 -0.41
C 0.17 2.79 3.56
C 0.84 -4.77 -5.24
C 1.53 0.93 4.21
C -0.88 1.17 0.38
C 2.04 -4.28 -4.79
C 1.56 4.74 -2.46
C 5.60 -1.49 3.00
C -5.52 -2.19 3.06
C 5.57 -3.33 1.46
C -5.39 -3.48 3.67
C -4.60 -1.22 3.26
C 1.66 5.04 0.26
C -0.01 1.68 -0.68
C 1.16 1.13 5.50
C 2.66 4.30 -1.77
C 0.53 0.81 -1.61
C -0.80 0.30 -5.24
C -3.75 4.00 -1.69
C 0.19 -4.94 -2.93
C 0.49 5.23 -1.80
C 2.40 -4.24 -3.42
H -1.80 -1.60 -5.95
H -2.47 -2.80 5.39
H -2.42 3.61 -0.30
H 1.37 1.20 -2.20
H 6.02 -4.23 1.13
H 3.65 4.10 0.00
H 1.63 -4.56 -1.44
H 1.32 1.69 2.18
H -0.96 -1.97 -0.59
H 7.03 -3.04 3.02
H -1.27 1.78 1.19
H -0.58 0.77 -4.28
H -4.85 -0.33 2.76
H -2.25 -1.10 -4.31
H 3.25 -3.68 -3.12
H 2.99 -1.29 0.78
H -6.27 -4.14 3.69
H -1.01 -5.63 -4.53
H 1.56 4.73 -3.55
H 1.72 5.09 1.37
H -4.52 4.79 -1.65
H -1.87 -0.59 1.03
H -0.28 3.47 2.82
H -6.29 -1.94 2.39
H 0.13 0.17 -5.82
H 5.92 -0.98 3.91
H -0.79 3.85 5.17
H -0.35 5.73 0.14
H 1.63 0.49 6.26
H -1.41 1.03 -5.81
H 3.89 -3.44 0.12
H 0.57 -4.78 -6.29
H -0.54 -2.80 -4.71
H 4.17 0.08 2.44
H -2.93 -0.50 4.40
H 0.66 -1.14 -2.47
H 3.48 3.87 -2.38
H 0.39 2.69 -0.42
H -3.60 1.93 -1.47
H -4.28 -4.46 5.28
H -4.63 2.61 -0.14
H -3.29 4.05 -2.75
H -5.18 2.42 -1.83
H -0.43 5.53 -2.27
H 2.79 -3.96 -5.46
H 2.24 0.20 3.92
H -0.60 -5.20 -2.29
H -0.07 2.18 6.84
```

=====

No. 2
Below is a structure of composition C40H49BCrF9N9O4S4, with properties calculated with wB97M-V/def2-TZVPD.

Values from the calculation:
electronic energy = -160776.0159 eV
HOMO energy (alpha / beta) = -6.87 / -7.40 eV
multiplicity = 5
gap between HOMO and LUMO (alpha / beta) = 4.88 / 5.75 eV
max |F| = 1.6 eV/A

Structure (XYZ):
```
117
C40H49BCrF9N9O4S4 wB97M-V/def2-TZVPD
Cr 1.91 -1.34 0.67
S 3.05 -0.50 -1.28
S 2.12 1.18 1.24
S 5.25 -6.90 3.66
S 0.02 -1.93 -0.91
F 1.50 -1.40 4.79
F -2.00 -3.49 3.47
F -0.94 -3.93 1.65
F -0.32 -4.81 3.51
F -0.08 -2.66 5.53
F 1.69 -3.52 4.65
F 0.19 -0.14 3.10
F -1.17 -1.12 1.77
F -1.63 -0.99 3.87
O 5.78 -5.68 4.27
O 6.22 -7.74 2.99
O 1.12 -2.50 2.20
O 4.24 -7.60 4.44
N 1.07 1.29 -1.60
N 2.41 -3.46 -0.25
N 3.59 -1.44 1.80
N -1.72 1.56 0.80
N -0.40 1.43 0.48
N 0.48 2.33 -2.19
N 3.81 -2.49 2.58
N -2.25 1.03 -1.98
N -1.26 0.27 -1.53
C 2.32 0.88 -1.93
C -1.26 -1.08 -1.61
C -2.29 -3.20 -2.44
C -0.64 -1.18 3.00
C -0.78 -3.69 2.96
C -4.17 2.80 -2.59
C 3.02 1.66 -2.90
C -4.44 1.32 -4.58
C 0.58 1.87 1.37
C 0.96 5.09 -4.59
C -4.05 3.80 1.76
C -4.39 1.36 -3.05
C 0.18 4.08 -3.75
C 2.32 -5.21 1.41
C 0.82 -2.52 4.55
C 0.22 2.75 2.40
C -3.56 2.38 2.09
C 2.40 2.74 -3.48
C 5.08 -5.42 1.39
C -1.13 3.03 2.57
C -2.07 2.31 1.80
C -4.32 1.36 1.25
C 1.07 3.03 -3.11
C -3.27 0.47 -2.57
C -5.71 0.84 -2.47
C 4.45 -4.57 0.49
C 2.94 -6.04 2.32
C -3.33 -0.93 -2.77
C -0.58 4.81 -2.64
C 3.07 -4.43 0.53
C 5.06 -2.52 3.05
C 5.69 -1.40 2.55
C 1.27 3.27 3.32
C -0.79 3.30 -4.65
C 4.73 -0.75 1.78
C -2.32 -1.73 -2.30
C 4.32 -6.11 2.31
C 0.18 -2.48 3.14
C 4.41 1.26 -3.26
C -3.78 2.08 3.58
B -0.09 0.84 -0.76
H -3.87 4.02 0.71
H 5.02 1.17 -2.36
H 4.86 1.97 -3.94
H -5.12 3.88 1.96
H -2.26 -3.66 -1.45
H -1.45 3.72 3.33
H 1.73 5.57 -3.99
H -5.39 1.42 1.47
H 4.40 0.27 -3.73
H 2.93 -3.22 -1.10
H -4.59 0.31 -4.95
H -4.16 -1.38 -3.29
H -0.25 2.75 -5.41
H -5.26 1.94 -4.94
H 3.05 -3.14 2.76
H -1.10 4.09 -2.01
H 2.92 3.34 -4.21
H 2.39 -6.63 3.03
H 1.48 -3.79 -0.51
H -1.48 3.99 -5.14
H 1.42 4.61 -5.45
H 1.24 -5.14 1.38
H 6.14 -5.55 1.41
H 0.11 5.37 -2.02
H -5.01 3.42 -2.89
H -6.52 1.52 -2.73
H -4.84 2.04 3.80
H -1.36 2.59 -4.05
H -3.34 2.85 4.21
H -3.26 3.21 -3.02
H -3.15 -3.57 -2.98
H 5.03 -4.00 -0.23
H -3.53 4.54 2.36
H -5.96 -0.14 -2.88
H 2.11 3.66 2.76
H 1.64 2.44 3.93
H -3.97 0.35 1.47
H -1.38 -3.50 -2.96
H -4.07 2.84 -1.51
H 6.71 -1.10 2.72
H -5.65 0.75 -1.39
H -3.51 1.71 -5.00
H 0.28 5.85 -4.95
H 5.42 -3.33 3.67
H 4.79 0.18 1.24
H -4.15 1.55 0.20
H -1.31 5.50 -3.06
H 0.87 4.04 3.98
H -3.33 1.13 3.85
```